Density functional theory data (wB97M-V/def2-TZVPD) for C3H2N2O3 as an isolated structure in a non-equilibrium geometry.

The geometry in XYZ format:
```
10
Properties=species:S:1:pos:R:3:forces:R:3:lowdin_charge:R:1
C -1.530703 -0.021154 -0.004538 -3.4398 -1.2555 1.3773 -0.100
C 0.585287 0.790228 0.162061 -2.7064 -3.6645 -2.4569 -0.205
C 0.581188 -0.612378 0.012231 0.0328 1.1743 1.4176 -0.238
H -2.537145 -0.313664 -0.800098 3.4492 1.4697 2.3872 0.201
H -2.022215 -0.036654 1.308018 1.8502 -0.1856 -4.1639 0.214
N 1.819166 1.210798 -0.075250 2.0453 -2.2474 -0.7824 0.129
N 2.579932 0.027262 -0.207586 3.0252 8.9971 0.7699 -0.023
O -0.822219 1.231672 -0.221638 1.8417 -2.7552 0.9966 -0.053
O 1.929035 -0.979440 0.032107 -6.7837 -4.7948 -0.5698 0.066
O -0.582323 -1.296668 -0.205307 0.6854 3.2618 1.0244 0.009
```
Positions in Å, forces in eV/Å.

HOMO-LUMO gap   0.357 hartree
E_HOMO   -9.23 eV
E   -450.480654 Eh
Total charge   0
Relative energy (zero: lowest compared OMol25 entry of this formula, charge and spin)   202.45 kcal per mole



Density functional theory data (wB97M-V/def2-TZVPD) for C54H55As2P2Pt as an isolated structure in a non-equilibrium geometry.

The geometry in XYZ format:
```
114
Properties=species:S:1:pos:R:3:forces:R:3:lowdin_charge:R:1
Pt 0.820676 -0.760582 0.663376 -0.2948 -0.6504 1.2329 0.615
C 3.720537 2.495945 5.779355 -0.0010 -0.0171 0.0244 -0.064
C 3.282489 1.180685 5.835443 -0.0236 -0.0067 -0.0212 -0.066
C 2.884373 0.543801 4.671633 0.0541 0.0135 0.0015 -0.107
C 2.919626 1.208929 3.443413 -0.2573 -0.7258 0.5193 -0.340
C 3.359898 2.530173 3.395869 0.0669 -0.0432 -0.0116 -0.069
C 3.759941 3.162373 4.564077 0.0028 0.0472 0.0100 -0.059
P 2.486057 0.240190 1.962703 0.2055 0.8715 -1.2604 0.971
C 2.248499 1.646109 0.805166 0.0894 0.1367 0.1783 -0.407
C 1.205950 2.530100 1.103436 0.0572 0.0643 -0.0083 -0.141
C 1.073856 3.716807 0.398232 -0.0768 -0.0153 -0.0251 -0.094
C 1.951539 4.014802 -0.633859 -0.0074 -0.0286 -0.0545 -0.069
C 2.968181 3.124528 -0.956788 -0.0276 0.0116 0.0020 -0.059
C 3.125860 1.951754 -0.233500 -0.0659 -0.1416 -0.0397 -0.072
C 3.969048 -0.621288 1.429125 0.0240 -0.0094 0.0311 -0.321
C 5.253115 -0.275872 1.758791 0.0601 -0.0120 0.0514 -0.056
C 6.328824 -1.048652 1.277915 -0.0443 -0.0010 0.0160 -0.056
C 6.085144 -2.170830 0.534641 -0.0306 -0.0191 0.0163 -0.010
C 4.764906 -2.565758 0.204898 0.1181 -0.0425 -0.0478 -0.164
C 4.490979 -3.760841 -0.507817 0.0338 0.0515 0.0450 -0.028
C 3.201125 -4.112469 -0.760419 -0.0808 -0.0518 0.0566 -0.061
C 2.126213 -3.265544 -0.389323 0.0404 -0.0360 0.1369 -0.126
C 2.334525 -2.084462 0.276938 0.5091 0.2795 -0.6955 -0.319
C 3.689271 -1.753228 0.621890 -0.2312 0.0033 0.1902 -0.224
H 4.033869 3.000472 6.683430 -0.0001 0.0108 0.0035 0.111
H 3.250652 0.652987 6.779224 0.0064 0.0047 0.0044 0.111
H 2.553193 -0.487878 4.716530 0.0248 -0.0218 -0.0082 0.101
H 3.406331 3.070454 2.461397 -0.0084 -0.0156 -0.0197 0.108
H 4.104383 4.187147 4.521534 0.0065 -0.0002 -0.0080 0.112
H 0.533300 2.321131 1.928436 0.0058 -0.0137 0.0155 0.103
H 0.285222 4.411187 0.656952 -0.0155 0.0019 -0.0091 0.100
H 1.840969 4.936736 -1.189020 0.0086 0.0147 0.0096 0.111
H 3.656245 3.356050 -1.759004 0.0018 -0.0060 -0.0141 0.111
H 3.940614 1.277090 -0.466299 0.0118 -0.0103 0.0021 0.109
H 5.448811 0.580909 2.392590 -0.0217 0.0022 0.0164 0.112
H 7.342884 -0.764829 1.523321 0.0130 -0.0030 0.0036 0.110
H 6.908307 -2.791966 0.202871 0.0049 -0.0051 -0.0053 0.119
H 5.313974 -4.389690 -0.822113 0.0115 -0.0010 -0.0228 0.116
H 2.984616 -5.035440 -1.283323 -0.0222 0.0062 -0.0050 0.111
H 1.130832 -3.563678 -0.685397 -0.0314 0.0055 -0.0540 0.074
C -1.341992 0.351057 -1.815556 -0.1164 -0.0239 0.0137 -0.371
C -0.757810 1.746554 -1.922801 0.1264 0.0021 0.0641 -0.432
As -1.952844 3.275431 -2.294118 -0.0312 0.1390 0.0250 1.314
C -3.237798 3.040224 -0.839009 0.0452 -0.1256 -0.0016 -0.410
C -3.005447 3.793021 0.309845 -0.0247 0.0638 0.0230 -0.132
C -3.867124 3.722814 1.396446 -0.0137 -0.0007 -0.0208 -0.086
C -4.988654 2.909682 1.335961 -0.0246 0.0623 -0.0312 -0.100
C -5.228082 2.152301 0.198364 -0.0602 0.0980 -0.0432 -0.106
C -4.352087 2.204742 -0.875931 -0.0267 0.0431 -0.0503 -0.124
C -2.954439 2.578896 -3.813982 0.0318 0.0243 -0.0094 -0.417
C -2.279970 1.857146 -4.794520 0.0214 -0.0045 -0.0221 -0.135
C -2.928758 1.442456 -5.949244 0.0167 0.0023 0.0184 -0.080
C -4.264044 1.760726 -6.143912 -0.0167 -0.0144 -0.0242 -0.083
C -4.936377 2.510049 -5.189758 -0.0192 0.0088 -0.0021 -0.076
C -4.285141 2.924948 -4.037006 0.0105 -0.0069 0.0145 -0.124
P -0.079741 -0.926418 -1.446660 0.1648 -0.5568 -0.0273 0.915
C -0.995033 -2.484031 -1.747020 -0.0776 0.0561 -0.0281 -0.340
C -1.351751 -2.898360 -3.029634 0.0437 0.0098 -0.0246 -0.066
C -2.100149 -4.049619 -3.216334 -0.0209 -0.0206 0.0197 -0.061
C -2.505982 -4.806183 -2.126057 -0.0100 0.0033 -0.0132 -0.065
C -2.155463 -4.407696 -0.845680 -0.0114 0.0051 -0.0111 -0.066
C -1.408042 -3.254612 -0.663438 0.0021 0.0712 0.1065 -0.131
C 1.076583 -0.772946 -2.861747 -0.0699 0.0278 -0.0156 -0.313
C 0.568128 -0.427311 -4.117308 -0.0723 -0.0543 0.0089 -0.124
C 1.393493 -0.326220 -5.223673 0.0195 0.0027 0.0127 -0.061
C 2.755083 -0.559474 -5.093866 -0.0031 -0.0039 -0.0559 -0.065
C 3.275663 -0.891464 -3.855448 0.0317 0.0167 0.0526 -0.058
C 2.445734 -0.997336 -2.747865 -0.0664 0.1040 0.0051 -0.071
H -1.848650 0.015068 -2.724636 -0.0766 0.1577 0.0128 0.075
H -2.079982 0.316521 -1.010016 0.0078 -0.1180 -0.0453 0.061
H 0.039906 1.805975 -2.666496 -0.0084 -0.0640 -0.0065 0.056
H -0.295104 2.005583 -0.969099 0.0546 0.0645 -0.0055 0.027
H -2.161059 4.472940 0.346721 0.0112 -0.0148 -0.0159 0.079
H -3.676600 4.323666 2.276372 -0.0025 0.0087 0.0089 0.106
H -5.677741 2.871811 2.169476 -0.0088 -0.0069 0.0131 0.111
H -6.103305 1.517158 0.144626 -0.0127 -0.0086 0.0016 0.112
H -4.559647 1.609901 -1.756421 0.0257 -0.0189 -0.0170 0.100
H -1.225336 1.639959 -4.672843 -0.0080 0.0062 -0.0045 0.077
H -2.388201 0.880929 -6.700818 0.0023 0.0001 -0.0109 0.104
H -4.774442 1.441523 -7.042709 -0.0038 -0.0048 -0.0028 0.105
H -5.972753 2.779561 -5.345463 -0.0059 0.0091 -0.0044 0.107
H -4.823579 3.525796 -3.314372 0.0027 -0.0079 0.0293 0.103
H -1.035577 -2.338513 -3.898105 0.0154 0.0137 -0.0097 0.095
H -2.365170 -4.357580 -4.218634 -0.0012 -0.0052 -0.0146 0.111
H -3.090035 -5.703961 -2.276407 0.0027 -0.0174 0.0002 0.110
H -2.457124 -4.996601 0.010699 -0.0078 -0.0044 0.0110 0.106
H -1.124498 -2.951073 0.336995 0.0321 -0.0357 -0.0468 0.033
H -0.488211 -0.235193 -4.243045 0.0066 -0.0164 -0.0204 0.072
H 0.972329 -0.066292 -6.185749 -0.0024 0.0225 -0.0132 0.110
H 3.403949 -0.478680 -5.955452 0.0124 -0.0013 -0.0099 0.110
H 4.337096 -1.067068 -3.739008 0.0068 -0.0125 -0.0070 0.111
H 2.873104 -1.250637 -1.794416 0.0535 0.0265 0.0736 0.069
C -3.363007 0.140911 1.793960 0.0174 -0.1096 0.0966 -0.164
C -2.859515 -1.232954 2.214175 -0.0347 -0.0449 -0.0478 -0.409
As -0.928790 -1.221667 2.467668 -0.2435 0.7333 -0.2723 1.098
C -0.491956 -3.034659 3.068893 0.1097 -0.0306 -0.0482 -0.404
C -1.679076 -3.898128 3.477585 -0.0153 -0.0328 0.0113 -0.153
C -0.754746 -0.161542 4.100037 0.0853 -0.0079 -0.0157 -0.422
C -1.709083 -0.500760 5.234214 -0.0529 -0.0337 0.0242 -0.146
H -4.431835 0.113136 1.582761 0.0935 -0.0547 0.0502 0.072
H -2.861749 0.510991 0.897288 -0.0143 -0.0232 0.0430 0.043
H -3.205418 0.886234 2.576467 -0.0068 -0.0320 0.0159 0.072
H -3.086476 -1.990687 1.461797 -0.0103 0.0476 -0.0337 0.061
H -3.332254 -1.548049 3.144690 0.0116 -0.0591 -0.0065 0.064
H 0.214606 -2.911179 3.893437 -0.0269 0.0083 0.0075 0.071
H 0.068373 -3.503931 2.257524 0.0043 0.0071 0.0158 0.046
H -2.251193 -3.460116 4.295024 0.0103 0.0180 0.0010 0.061
H -1.332774 -4.878178 3.807159 0.0129 -0.0058 0.0004 0.079
H -2.365804 -4.058624 2.645616 -0.0026 0.0147 -0.0148 0.059
H -0.851018 0.883597 3.796486 0.0012 -0.0042 0.0257 0.061
H 0.283421 -0.299956 4.408788 -0.0246 0.0484 0.0077 0.032
H -2.746806 -0.301211 4.965031 0.0029 -0.0038 -0.0095 0.065
H -1.483062 0.099348 6.116240 0.0096 0.0166 0.0022 0.077
H -1.633999 -1.549098 5.527585 0.0129 -0.0005 -0.0094 0.064
```
Positions in Å, forces in eV/Å.

HOMO-LUMO gap   0.259 hartree
E_HOMO   -9.98 eV
E   -7364.149019 Eh
Total charge   +1
Relative energy (zero: lowest compared OMol25 entry of this formula, charge and spin)   2.93 kcal per mole